Computed, not measured: the ion C3H9N2O3 with charge +1 at a distorted geometry, with ωB97M-V/def2-TZVPD.

XYZ file:
```
17
Properties=species:S:1:pos:R:3:lowdin_charge:R:1
N 0.43082 1.41731 0.40961 0.202
C 0.28612 -0.04011 0.54754 -0.138
C 1.55479 -0.77585 0.02708 -0.227
O 1.71105 -0.19269 -1.22853 -0.082
C -1.27993 -0.40375 -0.07458 -0.645
O -1.62384 -1.57630 0.39883 0.160
N -2.00541 0.75794 -0.25737 0.122
O -1.39100 -0.00759 -1.33084 0.082
H 0.29062 1.85255 -0.52093 0.187
H 1.34913 1.58402 0.74637 0.155
H -0.29576 1.97849 0.87829 0.178
H 0.21264 -0.34967 1.65994 0.184
H 2.41994 -0.67164 0.76588 0.147
H 1.28961 -1.90130 -0.02391 0.160
H 2.60107 -0.51269 -1.68257 0.186
H -2.44682 -1.89211 0.05350 0.133
H -3.10303 0.73335 -0.36833 0.194
```

Properties
**SMILES string**: [NH3+][C@H](CO)[C@@]1(O)NO1
**Calculated total energy**: -12369.2744 eV
**Charge**: +1
**Orbital gap**: 11.05 eV
**Multiplicity**: 1
**Molecular weight**: 121.1 g/mol



Computed, not measured: a structure of composition C10H17NO6Sr at a distorted geometry, with ωB97M-V/def2-TZVPD.

XYZ file:
```
35
Properties=species:S:1:pos:R:3:lowdin_charge:R:1
C -3.09340 -3.50465 1.64179 -0.062
C -2.22548 -3.43759 0.38114 -0.200
N -1.08663 -2.51522 0.61965 -0.089
C -1.12948 -1.28008 -0.15871 -0.132
C 0.10668 -1.01338 -1.00081 -0.053
O -0.24023 0.13033 -1.90543 0.082
C 0.63482 1.09055 -1.86335 -0.523
O 1.57883 1.25661 -2.62391 0.130
O 0.40931 2.05857 -0.87174 0.086
C 0.10560 3.24831 -1.47566 -0.152
O 0.44830 4.32986 -0.59382 0.141
C 1.69554 4.39759 -0.27035 -0.526
C 2.02237 5.30147 0.84570 0.088
O 2.56205 3.74664 -0.87077 -0.256
C 0.18622 -3.17590 0.59163 -0.487
C 1.04085 -2.98941 1.82275 0.019
O 0.56545 -3.87730 -0.31408 0.119
H -3.72665 -2.62747 1.67793 0.070
H -2.41616 -3.44703 2.48049 0.069
H -3.66500 -4.41936 1.69153 0.076
H -2.80467 -3.15909 -0.48908 0.113
H -1.81053 -4.42418 0.21931 0.114
H -1.24690 -0.43740 0.52472 0.125
H -1.98119 -1.23946 -0.82587 0.128
H 0.98905 -0.75837 -0.42818 0.141
H 0.28231 -1.84342 -1.66446 0.136
H 0.64298 3.29413 -2.43145 0.106
H -0.94718 3.35378 -1.70145 0.177
H 1.17619 5.94614 1.04028 0.119
H 2.19845 4.70129 1.73302 0.137
H 2.89957 5.88421 0.60491 0.110
H 0.58131 -2.29128 2.50706 0.078
H 2.04802 -2.69445 1.57124 0.083
H 1.02467 -3.94618 2.32913 0.098
Sr 3.17494 4.34177 -2.79314 1.938
```

Properties
**Calculated total energy**: -25239.4418 eV
**Charge**: +2
**Orbital gap**: 4.05 eV
**Multiplicity**: 1
**Molecular weight**: 334.9 g/mol



Computed, not measured: the ion CH8N2P with charge +1 at a distorted geometry, with ωB97M-V/def2-TZVPD.

XYZ file:
```
12
Properties=species:S:1:pos:R:3:lowdin_charge:R:1
N -1.56499 1.64794 -0.65464 -0.268
P -1.24423 0.40654 0.44320 0.831
C 0.55587 -0.19857 -0.25309 -0.300
N 1.08735 -1.18699 0.73263 0.150
H -0.86022 1.53040 -1.41568 0.052
H -1.42482 2.48208 -0.06110 0.037
H -1.87111 -0.55742 -0.23221 -0.095
H 0.43159 -0.64741 -1.22155 0.082
H 1.27713 0.63625 -0.26641 0.098
H 0.40283 -1.40239 1.48057 0.158
H 1.39676 -1.99255 0.30874 0.134
H 1.81382 -0.71788 1.13954 0.122
```

Properties
**SMILES string**: NPC[NH3+]
**Calculated total energy**: -13427.9390 eV
**Charge**: +1
**Orbital gap**: 10.06 eV
**Multiplicity**: 1
**Molecular weight**: 79.1 g/mol



Computed, not measured: a structure of composition C19H17FeN3O6, with ωB97M-V/def2-TZVPD.

XYZ file:
```
46
Properties=species:S:1:pos:R:3:lowdin_spin:R:1
Fe -1.08960 -0.29775 -0.31541 3.709
O -1.16796 -2.23194 0.68164 0.040
C -0.48219 -3.20701 0.42655 -0.002
C 0.43904 -3.35633 -0.69632 0.003
C 1.13156 -4.56323 -0.76754 -0.001
C 2.01094 -4.78243 -1.78739 0.004
C 2.22953 -3.81056 -2.77454 -0.001
C 1.55970 -2.62567 -2.72560 0.004
C 0.62482 -2.34052 -1.67931 0.006
O 0.01455 -1.21660 -1.65824 0.056
N 2.73918 -6.06011 -1.85051 0.001
O 2.55670 -6.86423 -0.95633 0.001
O 3.54252 -6.20342 -2.75273 0.001
H -0.54317 -4.08586 1.09718 0.002
H 0.97882 -5.33114 -0.01857 0.000
H 2.93384 -4.02167 -3.56777 0.000
H 1.70856 -1.86419 -3.47985 0.000
C -1.33901 3.82017 -1.97424 0.001
C -1.67258 2.61977 -1.11280 -0.001
O -1.14634 1.55103 -1.41733 0.044
C -2.59386 2.78479 0.02157 0.005
C -3.14752 4.06100 0.26131 -0.001
C -4.01577 4.30062 1.29213 0.005
C -4.35843 3.22802 2.13393 -0.001
C -3.84848 1.97590 1.93419 0.005
C -2.94836 1.70152 0.86839 0.007
O -2.50198 0.49348 0.73549 0.072
H -0.60626 3.51577 -2.71646 0.000
H -0.93621 4.63677 -1.37366 0.000
H -2.23192 4.19324 -2.47941 0.000
H -2.88356 4.88116 -0.39266 0.000
H -4.42719 5.28775 1.45135 0.000
H -5.04358 3.39610 2.95758 0.000
H -4.11534 1.14631 2.57635 0.000
C 4.06991 0.76755 1.60035 0.000
N 2.61372 0.73750 1.59136 -0.001
C 1.77222 1.20390 2.57807 0.001
C 0.50720 0.96522 2.13917 0.002
N 0.56312 0.36423 0.90413 0.036
C 1.83541 0.24334 0.60690 0.000
H 4.39824 1.22688 2.52816 0.000
H 4.44667 1.35514 0.76619 0.000
H 4.47465 -0.24064 1.54656 0.000
H 2.15037 1.65202 3.48055 0.000
H -0.43386 1.17936 2.61878 0.000
H 2.23188 -0.18526 -0.30119 0.000
```

Properties
**Calculated total energy**: -71120.9907 eV
**Orbital gap (alpha / beta)**: 7.94 / 8.02 eV
**Expectation value of S²**: 6.013
**Multiplicity**: 5
**Molecular weight**: 439.2 g/mol



Computed, not measured: a cluster of 2 separate species, C4H12N4 in total at a distorted geometry, with ωB97M-V/def2-TZVPD.

XYZ file:
```
20
Properties=species:S:1:pos:R:3:lowdin_charge:R:1
C 1.48439 0.01822 0.53823 -0.067
C 1.22869 0.51118 -0.70784 -0.116
C 2.47594 -0.91432 0.52298 -0.131
C -2.25301 0.58007 0.92430 -0.040
N 1.13544 1.03761 -1.75968 0.300
N 3.14007 -1.38419 1.54338 0.200
N -2.27101 -0.07046 -1.33306 0.142
N -1.40058 0.68070 -0.34247 -0.066
H 1.19205 0.59365 1.43238 0.149
H 2.76323 -1.26700 -0.47700 0.164
H -2.01792 -0.35751 1.42762 0.089
H -1.96821 1.33822 1.70307 0.120
H -3.28497 0.59952 0.73036 0.065
H 1.40506 1.38489 -2.71058 0.185
H -1.89277 -0.15963 -2.26074 0.147
H 3.75734 -2.15834 1.51879 0.133
H 3.15442 -1.05255 2.50187 0.155
H -3.30801 0.13472 -1.58923 0.222
H -2.26734 -1.11779 -1.00704 0.225
H -1.07279 1.60301 -0.65537 0.125
```

Properties
**Calculated total energy**: -10283.2619 eV
**Charge**: +2
**Orbital gap**: 9.99 eV
**Multiplicity**: 1
**Molecular weight**: 116.2 g/mol



Computed, not measured: a cluster of 10 separate species, C41H73F15N2O13 in total at a distorted geometry, with ωB97M-V/def2-TZVPD.

XYZ file:
```
144
Properties=species:S:1:pos:R:3:lowdin_charge:R:1
C -2.06491 2.07177 3.03828 -0.071
C -2.81407 1.23078 4.02764 -0.185
O -1.85265 0.46949 4.79911 0.037
C -2.29065 -0.65010 5.34093 -0.408
O -3.40870 -1.05557 5.32939 0.166
C -1.14555 -1.41950 6.03206 -0.542
F -1.54271 -1.82472 7.24092 0.173
F -0.82587 -2.49455 5.30609 0.167
F -0.05537 -0.66738 6.18331 0.165
H -1.32004 1.48303 2.49899 0.061
H -1.51615 2.89734 3.49529 0.082
H -2.79043 2.49136 2.34155 0.083
H -3.56075 0.58684 3.57509 0.107
H -3.32727 1.88303 4.74155 0.135
C -0.73267 4.08436 0.65250 -0.062
C -0.39458 5.08820 -0.43962 -0.169
O -1.49513 5.18479 -1.36751 0.049
C -1.74789 4.24157 -2.23180 -0.421
O -1.10805 3.27857 -2.51624 0.160
C -3.09451 4.49306 -2.92974 -0.548
F -3.83441 5.40705 -2.30276 0.171
F -2.85848 4.92774 -4.18845 0.155
F -3.78675 3.36637 -2.99755 0.180
H -0.72660 3.05639 0.28399 0.062
H -1.75346 4.25484 1.00299 0.081
H -0.02519 4.16148 1.47570 0.071
H 0.56960 4.85165 -0.88950 0.088
H -0.31259 6.07888 0.00214 0.128
C 1.18068 -5.02099 3.49542 -0.042
C 0.60609 -4.07830 2.46194 -0.213
O 0.63078 -4.61678 1.13353 0.043
C 1.76154 -4.43136 0.49986 -0.415
O 2.76898 -3.98573 0.95635 0.163
C 1.75715 -4.83219 -0.99056 -0.537
F 0.58678 -5.26096 -1.46335 0.170
F 2.11007 -3.71507 -1.64791 0.157
F 2.66739 -5.77148 -1.21103 0.187
H 2.26424 -5.09083 3.39801 0.080
H 0.75457 -6.01640 3.36570 0.086
H 0.97082 -4.63732 4.49213 0.077
H 1.12974 -3.11868 2.47503 0.099
H -0.41061 -3.78553 2.72482 0.114
C 5.96194 -1.08898 -0.97093 -0.047
C 4.52689 -1.55671 -1.12672 -0.225
O 3.84842 -0.79801 -2.11066 0.023
C 3.63032 -1.35167 -3.29550 -0.401
O 3.96133 -2.42963 -3.67211 0.183
C 2.76240 -0.44590 -4.18819 -0.547
F 2.34924 0.65451 -3.55299 0.152
F 3.45033 -0.07304 -5.27037 0.172
F 1.68661 -1.13356 -4.58260 0.169
H 6.41690 -1.05059 -1.96813 0.086
H 6.56959 -1.77669 -0.39205 0.082
H 5.99793 -0.06072 -0.60848 0.070
H 3.98165 -1.48988 -0.18228 0.120
H 4.52687 -2.63629 -1.28859 0.118
C -2.48553 -5.66347 -0.19893 -0.044
C -3.15385 -4.50559 -0.88493 -0.192
O -2.60346 -4.17736 -2.16768 0.042
C -3.23538 -4.63433 -3.22653 -0.402
O -4.23776 -5.28507 -3.26280 0.169
C -2.52421 -4.24011 -4.53582 -0.545
F -3.32747 -3.49189 -5.29833 0.170
F -1.39263 -3.56357 -4.32000 0.161
F -2.22257 -5.35432 -5.20769 0.170
H -2.67135 -6.59808 -0.74077 0.089
H -2.83986 -5.77555 0.82549 0.079
H -1.39912 -5.63043 -0.11860 0.051
H -3.07381 -3.62023 -0.25597 0.090
H -4.22493 -4.68659 -0.95631 0.125
C 1.30385 0.59261 0.72553 -0.072
C 0.42721 -0.59507 1.11351 -0.258
N -0.95254 -0.43716 0.73343 -0.182
C -1.75041 -1.54707 1.22913 -0.239
C -3.24086 -1.32944 1.09621 -0.081
C -1.17899 -0.11299 -0.66639 -0.222
C -0.54966 -1.07534 -1.68474 -0.050
H 0.82975 1.48877 1.14932 0.058
H 1.38914 0.71994 -0.35307 0.064
H 2.28271 0.54700 1.20418 0.074
H 0.85375 -1.48619 0.60703 0.112
H 0.51697 -0.73814 2.19205 0.097
H -1.43668 -2.46516 0.70192 0.106
H -1.58357 -1.65217 2.30476 0.110
H -3.54829 -0.34979 1.47864 0.071
H -3.65676 -1.30090 0.08189 0.072
H -3.80232 -2.11074 1.61135 0.055
H -0.81264 0.89606 -0.88212 0.093
H -2.24982 -0.06769 -0.85768 0.104
H -0.86555 -2.10930 -1.49935 0.064
H 0.54088 -1.08237 -1.63789 0.056
H -0.88116 -0.83602 -2.69441 0.075
C 2.32685 5.29602 -3.44350 -0.076
C 3.31277 5.52522 -2.30579 -0.265
N 2.88524 4.98853 -1.03285 -0.209
C 3.56582 5.58153 0.11059 -0.249
C 2.89437 5.27854 1.43295 -0.081
C 2.79497 3.53143 -0.99128 -0.255
C 4.12024 2.77505 -1.03772 -0.061
H 2.29186 4.23746 -3.69698 0.060
H 2.68771 5.82924 -4.32336 0.078
H 1.33072 5.65755 -3.18996 0.072
H 4.30996 5.15655 -2.62151 0.115
H 3.48564 6.60103 -2.18633 0.112
H 4.59762 5.19359 0.17030 0.110
H 3.61168 6.65564 -0.05534 0.114
H 3.06842 4.26487 1.79339 0.066
H 3.30604 5.94897 2.19491 0.078
H 1.82346 5.48188 1.40978 0.056
H 2.11839 3.15779 -1.76649 0.107
H 2.23499 3.27324 -0.08394 0.088
H 4.81406 3.09497 -0.25947 0.067
H 4.62275 2.93271 -1.99539 0.076
H 3.93266 1.70503 -0.94102 0.054
C 2.27139 1.10213 4.45788 -0.016
C 2.93863 -0.25071 4.38065 -0.500
C 4.37468 -0.31413 4.82916 -0.019
O 2.34607 -1.22287 3.97950 0.065
H 2.04980 1.31476 5.50722 0.091
H 1.32935 1.08374 3.91259 0.067
H 2.92223 1.88351 4.06587 0.080
H 4.45591 0.08954 5.84057 0.088
H 5.02896 0.25579 4.16657 0.087
H 4.73565 -1.34119 4.81798 0.084
C -7.14146 -4.43977 1.97715 -0.017
C -5.89223 -3.89422 2.61243 -0.501
C -6.03235 -2.72066 3.55726 -0.020
O -4.79702 -4.32596 2.33818 0.051
H -7.34167 -3.82175 1.09583 0.095
H -8.01136 -4.27944 2.61621 0.077
H -7.02668 -5.48907 1.73100 0.085
H -6.17718 -1.78187 3.02327 0.089
H -5.12414 -2.64317 4.15290 0.067
H -6.85805 -2.90357 4.24769 0.082
C 0.06585 3.44577 -6.15281 -0.015
C -1.04600 2.52447 -6.62609 -0.481
C -1.81930 1.78697 -5.55247 -0.007
O -1.27204 2.36094 -7.80627 0.061
H 0.01238 4.43009 -6.61039 0.086
H 1.01055 2.94773 -6.36591 0.087
H -0.01194 3.58077 -5.07169 0.050
H -1.25810 0.93272 -5.18307 0.085
H -2.75757 1.44220 -5.98090 0.087
H -1.98651 2.48011 -4.73052 0.038
```

Properties
**SMILES string**: CCOC(=O)C(F)(F)F.CCOC(=O)C(F)(F)F.CCOC(=O)C(F)(F)F.CCOC(=O)C(F)(F)F.CCOC(=O)C(F)(F)F.CCN(CC)CC.CCN(CC)CC.CC(C)=O.CC(C)=O.CC(C)=O
**Calculated total energy**: -114062.7610 eV
**Orbital gap**: 8.68 eV
**Multiplicity**: 1
**Molecular weight**: 1087.0 g/mol



Computed, not measured: an isolated molecule of C6H12O at a distorted geometry, with ωB97M-V/def2-TZVPD.

XYZ file:
```
19
Properties=species:S:1:pos:R:3:lowdin_charge:R:1
C -2.34864 0.87868 0.67607 0.032
C -1.17477 0.27536 0.97559 -0.354
C -0.85791 -0.79947 1.96495 -0.082
C 0.08060 0.57435 0.13431 -0.183
C 0.48133 -0.58965 -0.81652 -0.178
C 1.90508 -0.28514 -1.38191 -0.263
O 1.93556 1.09021 -1.78555 -0.100
H -2.56084 0.94576 -0.42964 0.081
H -3.18551 1.15924 1.31003 0.050
H -1.75410 -1.06165 2.51368 0.068
H -0.07499 -0.59934 2.70571 0.081
H -0.53838 -1.76087 1.58059 0.072
H 0.98538 0.83587 0.71585 0.125
H -0.27141 1.48496 -0.34406 0.098
H -0.22116 -0.45085 -1.71701 0.129
H 0.46398 -1.67341 -0.64630 0.107
H 2.57833 -0.38626 -0.53108 0.104
H 2.13436 -0.88624 -2.33051 0.135
H 2.42308 1.24843 -2.59418 0.077
```

Properties
**SMILES string**: C=C(C)CCCO
**Calculated total energy**: -8461.5124 eV
**Orbital gap**: 9.42 eV
**Multiplicity**: 1
**Molecular weight**: 100.2 g/mol